[1]
Molecular formula: C72H141N9O38P8S3
Method: DFT, the ωB97M-V functional and the def2-TZVPD basis

Summary:
total energy	-274993.5825	eV
multiplicity	1
E_HOMO	-7.669	eV
HOMO-LUMO gap	7.344	eV
M	2084.94	g mol⁻¹
net charge	0

CARTESIAN COORDINATES (ANGSTROEM)
C1 -1.001 -0.502 -4.139
C2 0.084 0.372 -3.495
C3 0.259 1.671 -4.360
S1 -1.523 2.075 -4.858
O1 -1.679 2.173 -6.322
O2 -2.125 3.090 -4.037
C4 -2.262 0.412 -4.397
H1 -1.213 -1.384 -3.534
H2 -0.623 -0.859 -5.097
H3 0.979 -0.249 -3.480
H4 -0.153 0.650 -2.468
H5 0.786 1.622 -5.313
H6 0.568 2.554 -3.799
H7 -3.077 0.032 -5.013
H8 -2.670 0.527 -3.392
C5 -4.918 -2.066 5.064
C6 -4.713 -2.993 3.908
C7 -4.415 -2.172 2.600
S2 -3.221 -0.938 3.191
O3 -3.484 0.353 2.518
O4 -1.882 -1.462 3.348
C8 -3.977 -0.820 4.931
H9 -4.708 -2.426 6.071
H10 -5.954 -1.726 5.072
H11 -5.565 -3.672 3.876
H12 -3.867 -3.626 4.177
H13 -5.337 -1.688 2.277
H14 -4.090 -2.599 1.651
H15 -4.548 0.109 4.943
H16 -3.144 -0.741 5.629
C9 -7.181 3.191 1.995
C10 -8.448 3.855 2.611
C11 -8.737 3.130 3.966
S3 -7.077 2.598 4.621
O5 -7.143 1.182 5.032
O6 -6.592 3.520 5.635
C12 -6.132 2.743 3.026
H17 -6.652 3.855 1.311
H18 -7.400 2.267 1.460
H19 -9.238 3.651 1.889
H20 -8.258 4.911 2.803
H21 -9.200 2.184 3.682
H22 -9.267 3.688 4.738
H23 -5.666 1.767 2.892
H24 -5.344 3.470 3.223
C13 -4.008 -1.858 -1.673
O7 -5.068 -2.250 -0.826
P1 -5.961 -3.549 -1.197
O8 -5.657 -4.199 -2.492
O9 -5.835 -4.497 0.178
C14 -4.864 -5.490 0.273
O10 -7.466 -2.916 -1.121
C15 -8.588 -3.696 -1.530
H25 -3.726 -2.652 -2.365
H26 -3.151 -1.672 -1.025
H27 -4.171 -0.929 -2.219
H28 -4.221 -5.251 1.120
H29 -4.325 -5.709 -0.649
H30 -5.379 -6.429 0.472
H31 -9.313 -3.928 -0.749
H32 -8.323 -4.673 -1.935
H33 -9.097 -3.110 -2.295
C16 9.948 4.434 -0.741
O11 8.789 3.661 -0.662
P2 7.420 4.179 -1.412
O12 6.966 5.582 -1.084
O13 7.752 3.940 -2.963
C17 8.420 4.876 -3.761
O14 6.338 3.019 -1.019
C18 6.710 1.725 -1.368
H34 10.005 5.187 0.044
H35 9.958 4.831 -1.756
H36 10.798 3.762 -0.620
H37 8.661 5.860 -3.358
H38 7.960 5.080 -4.728
H39 9.384 4.471 -4.071
H40 6.836 1.210 -0.416
H41 7.625 1.544 -1.933
H42 5.876 1.231 -1.867
C19 -3.157 -4.139 -5.218
O15 -1.910 -3.731 -4.875
P3 -0.969 -4.398 -3.698
O16 0.189 -3.601 -3.282
O17 -2.024 -4.834 -2.538
C20 -1.617 -5.538 -1.421
O18 -0.631 -5.859 -4.400
C21 0.110 -5.938 -5.671
H43 -3.360 -5.085 -4.717
H44 -3.245 -4.272 -6.296
H45 -3.821 -3.380 -4.805
H46 -1.901 -6.591 -1.432
H47 -2.074 -5.097 -0.535
H48 -0.543 -5.610 -1.252
H49 -0.411 -6.186 -6.596
H50 0.988 -6.582 -5.633
H51 0.562 -4.984 -5.941
C22 1.440 3.576 3.853
O19 2.345 4.318 3.109
P4 2.591 4.015 1.506
O20 3.636 4.942 0.952
O21 2.991 2.461 1.407
C23 4.087 1.990 2.068
O22 1.108 4.119 0.884
C24 0.807 4.363 -0.453
H52 1.917 3.160 4.741
H53 0.946 2.729 3.378
H54 0.616 4.201 4.198
H55 5.024 2.393 1.682
H56 4.163 0.941 1.781
H57 3.968 2.105 3.145
H58 0.539 5.417 -0.527
H59 0.048 3.671 -0.816
H60 1.730 4.178 -1.002
C25 3.045 1.873 -1.968
O23 2.739 2.854 -2.985
P5 3.714 4.164 -3.137
O24 4.039 4.955 -1.927
O25 3.091 5.058 -4.372
C26 1.733 5.425 -4.283
O26 4.986 3.547 -3.869
C27 4.707 2.802 -5.062
H61 2.235 1.712 -1.256
H62 3.946 2.195 -1.446
H63 3.228 0.893 -2.407
H64 1.776 6.513 -4.343
H65 1.184 5.258 -3.357
H66 1.227 5.032 -5.165
H67 5.065 1.788 -4.883
H68 5.364 3.191 -5.839
H69 3.651 2.735 -5.325
C28 -0.689 -2.497 0.327
O27 -0.688 -1.084 0.315
P6 0.749 -0.304 0.531
O28 1.550 -0.711 1.748
O29 0.219 1.195 0.505
C29 -0.696 1.675 1.514
O30 1.490 -0.484 -0.869
C30 2.684 -1.334 -0.983
H70 0.319 -2.894 0.446
H71 -0.975 -2.757 -0.692
H72 -1.411 -2.978 0.986
H73 -0.944 1.040 2.365
H74 -1.579 1.842 0.897
H75 -0.494 2.720 1.746
H76 2.388 -2.175 -0.355
H77 3.626 -0.885 -0.671
H78 2.734 -1.776 -1.978
C31 -5.140 6.356 -0.882
O31 -6.338 6.254 -1.638
P7 -7.748 6.939 -1.190
O32 -7.620 8.227 -0.515
O33 -8.611 6.986 -2.606
C32 -9.803 7.731 -2.758
O34 -8.473 5.784 -0.284
C33 -8.784 4.499 -0.864
H79 -4.343 6.765 -1.502
H80 -4.752 5.394 -0.549
H81 -5.218 7.009 -0.012
H82 -10.341 7.762 -1.810
H83 -10.412 7.078 -3.383
H84 -9.673 8.592 -3.413
H85 -9.828 4.251 -0.669
H86 -8.235 3.755 -0.287
H87 -8.706 4.342 -1.940
C34 4.767 -5.062 -0.357
O35 6.115 -4.665 -0.634
P8 6.495 -3.084 -0.407
O36 6.430 -2.636 1.030
O37 8.047 -2.948 -0.951
C35 8.673 -1.698 -0.910
O38 5.671 -2.213 -1.494
C36 5.607 -2.695 -2.834
H88 4.769 -5.923 0.311
H89 4.273 -5.486 -1.230
H90 4.089 -4.293 0.014
H91 8.018 -0.892 -1.240
H92 9.600 -1.668 -1.482
H93 8.983 -1.500 0.116
H94 4.662 -3.166 -3.106
H95 6.485 -3.306 -3.044
H96 5.685 -1.910 -3.586
N1 4.427 -2.577 -6.175
C37 4.960 -1.498 -6.894
C38 4.112 -0.383 -6.804
C39 3.050 -0.798 -6.014
C40 3.278 -2.103 -5.559
H97 4.947 -3.427 -6.009
H98 5.874 -1.603 -7.459
H99 4.192 0.556 -7.332
H100 2.287 -0.106 -5.691
H101 2.860 -2.701 -4.763
N2 3.943 -6.311 -4.021
C41 4.178 -7.420 -3.302
C42 3.069 -7.711 -2.543
C43 2.066 -6.748 -2.836
C44 2.693 -5.907 -3.727
H102 4.518 -6.012 -4.796
H103 5.134 -7.914 -3.397
H104 2.982 -8.441 -1.752
H105 1.081 -6.568 -2.433
H106 2.471 -4.928 -4.124
N3 -4.291 1.448 -0.018
C45 -5.529 0.847 -0.068
C46 -6.185 1.395 -1.127
C47 -5.252 2.244 -1.838
C48 -4.058 2.200 -1.135
H107 -3.580 1.245 0.671
H108 -5.822 0.149 0.702
H109 -7.198 1.164 -1.422
H110 -5.532 2.902 -2.647
H111 -3.158 2.748 -1.372
N4 3.045 -3.940 4.480
C49 3.192 -5.218 4.908
C50 4.149 -5.886 4.107
C51 4.538 -4.932 3.136
C52 3.834 -3.760 3.393
H112 2.466 -3.239 4.920
H113 2.582 -5.491 5.756
H114 4.497 -6.884 4.331
H115 5.276 -4.950 2.347
H116 3.782 -2.793 2.915
N5 1.333 -5.504 2.346
C53 1.121 -6.615 1.575
C54 -0.251 -6.879 1.324
C55 -0.863 -5.846 1.978
C56 0.071 -4.995 2.609
H117 2.239 -5.114 2.565
H118 1.931 -7.172 1.128
H119 -0.614 -7.697 0.720
H120 -1.915 -5.627 2.085
H121 -0.065 -4.136 3.249
N6 -2.113 5.977 3.589
C57 -1.442 6.174 2.387
C58 -2.069 5.410 1.458
C59 -3.104 4.653 2.051
C60 -3.056 4.976 3.366
H122 -1.852 6.460 4.437
H123 -0.568 6.792 2.245
H124 -1.809 5.398 0.410
H125 -3.780 4.046 1.467
H126 -3.596 4.579 4.213
N7 -0.915 1.130 6.778
C61 -1.720 1.728 7.649
C62 -2.767 2.498 7.017
C63 -2.499 2.291 5.653
C64 -1.364 1.522 5.557
H127 -0.098 0.556 6.926
H128 -1.510 1.679 8.707
H129 -3.470 3.181 7.470
H130 -3.091 2.724 4.859
H131 -0.815 1.106 4.726
N8 6.239 -0.831 3.206
C65 6.818 0.426 3.170
C66 6.567 1.026 4.377
C67 5.690 0.268 5.115
C68 5.508 -0.832 4.323
H132 6.155 -1.504 2.458
H133 7.456 0.764 2.367
H134 6.953 2.002 4.633
H135 5.297 0.545 6.083
H136 4.866 -1.663 4.575
N9 1.266 -0.930 4.463
C69 0.564 -1.625 5.491
C70 1.152 -1.362 6.716
C71 2.215 -0.463 6.460
C72 2.345 -0.350 5.083
H137 1.207 -0.936 3.455
H138 -0.264 -2.282 5.267
H139 0.837 -1.791 7.656
H140 2.852 -0.069 7.238
H141 3.064 0.233 4.527



[2]
Molecular formula: C2H11N2O2
Method: DFT, the ωB97M-V functional and the def2-TZVPD basis

Summary:
total energy	-9321.2174	eV
multiplicity	1
E_HOMO	-14.619	eV
HOMO-LUMO gap	10.866	eV
M	95.12	g mol⁻¹
net charge	+1

CARTESIAN COORDINATES (ANGSTROEM)
C1 -1.093 -2.398 0.723
N1 -0.228 -1.186 0.457
C2 0.827 -1.057 1.221
N2 1.776 -0.135 0.976
H1 -0.416 -3.092 1.207
H2 -1.893 -2.129 1.424
H3 -1.551 -2.602 -0.244
H4 -0.451 -0.364 -0.095
H5 0.821 -1.321 2.287
H6 1.652 0.438 0.135
H7 2.641 -0.434 1.390
H8 -1.814 3.134 -2.095
H9 -1.017 3.911 -0.970
O1 -1.069 3.112 -1.505
H10 1.156 1.353 -2.141
H11 -0.040 1.706 -1.423
O2 0.701 1.064 -1.348



[3]
Molecular formula: C2F2IO3S
Method: DFT, the ωB97M-V functional and the def2-TZVPD basis

Summary:
total energy	-32587.1041	eV
multiplicity	1
SMILES	O=S(=O)([O-])C(I)=C(F)F
E_HOMO	-5.836	eV
HOMO-LUMO gap	7.702	eV
M	268.99	g mol⁻¹
net charge	-1

CARTESIAN COORDINATES (ANGSTROEM)
O1 -0.368 1.832 -1.427
S1 0.493 1.357 -0.382
O2 0.544 2.229 0.780
O3 1.756 0.779 -0.737
C1 -0.351 -0.204 0.092
I1 -2.759 -0.440 -0.727
C2 0.124 -1.352 0.590
F1 -0.658 -2.506 0.517
F2 1.220 -1.694 1.293



[4]
Molecular formula: C3H40O17
Method: DFT, the ωB97M-V functional and the def2-TZVPD basis

Summary:
total energy	-38555.7687	eV
multiplicity	2
<S²>	0.756
E_HOMO (alpha / beta)	-12.320 / -12.304	eV
HOMO-LUMO gap (alpha / beta)	6.567 / 3.679	eV
M	348.34	g mol⁻¹
net charge	+1

CARTESIAN COORDINATES (ANGSTROEM)
O1 -2.794 2.301 -0.172
H1 -2.543 3.159 -0.523
H2 -2.056 1.698 -0.290
H3 -3.607 2.042 -0.611
C1 -0.268 -1.105 0.714
C2 -0.127 0.168 -0.139
C3 1.327 0.328 -0.652
O2 -1.148 0.302 -1.129
H4 0.243 -0.980 1.669
H5 0.255 -1.971 0.307
H6 -1.301 -1.294 1.003
H7 -0.172 1.008 0.554
H8 2.025 0.011 0.123
H9 1.600 1.366 -0.840
H10 1.504 -0.219 -1.578
O3 -1.896 -0.393 3.527
H11 -2.723 -0.037 3.202
H12 -1.233 -0.043 2.932
O4 0.655 2.599 3.077
H13 0.956 3.369 2.594
H14 -0.237 2.453 2.763
O5 1.001 -0.283 3.950
H15 1.738 0.285 3.725
H16 1.206 -1.119 3.530
O6 -4.002 -0.145 1.642
H17 -4.813 0.263 1.339
H18 -3.519 -0.343 0.840
O7 3.440 -2.812 -1.332
H19 3.535 -1.885 -1.111
H20 2.857 -2.819 -2.091
O8 4.540 0.036 -0.757
H21 4.212 0.930 -0.666
H22 4.846 -0.198 0.120
O9 -0.667 -2.507 -2.544
H23 -1.167 -2.283 -3.329
H24 -0.477 -1.663 -2.133
O10 1.912 -2.460 -3.424
H25 1.005 -2.392 -3.128
H26 2.033 -1.709 -4.004
O11 1.286 4.663 -1.427
H27 1.109 5.105 -2.257
H28 0.613 3.986 -1.366
O12 -0.216 -4.124 2.630
H29 0.614 -3.744 2.343
H30 -0.448 -3.630 3.416
O13 -0.681 -2.535 4.586
H31 -1.097 -1.747 4.236
H32 0.148 -2.227 4.952
O14 0.377 1.467 -3.601
H33 0.042 2.364 -3.583
H34 -0.117 1.013 -2.918
O15 -3.254 -1.586 -0.893
H35 -2.521 -0.974 -0.959
H36 -3.589 -1.656 -1.787
O16 -3.243 0.627 -3.701
H37 -2.479 1.096 -3.365
H38 -2.906 0.116 -4.437
O17 3.727 2.744 0.103
H39 3.661 2.841 1.053
H40 2.834 2.546 -0.181



[5]
Molecular formula: C5H15N3O
Method: DFT, the ωB97M-V functional and the def2-TZVPD basis

Summary:
total energy	-11942.9307	eV
multiplicity	1
SMILES	CC(C)(CO)CN(N)N
E_HOMO	-7.585	eV
HOMO-LUMO gap	8.339	eV
M	133.19	g mol⁻¹
net charge	0

CARTESIAN COORDINATES (ANGSTROEM)
C1 0.081 -1.605 0.312
C2 -0.233 -0.371 -0.523
C3 -1.736 -0.102 -0.570
C4 0.290 -0.702 -2.212
O1 1.674 -0.916 -2.335
C5 0.603 0.821 -0.210
N1 0.553 1.403 1.389
N2 -0.703 1.641 1.945
N3 1.280 0.571 2.255
H1 -0.189 -1.442 1.363
H2 -0.486 -2.474 -0.036
H3 1.146 -1.848 0.270
H4 -2.257 -0.894 -1.119
H5 -2.181 -0.081 0.430
H6 -1.957 0.852 -1.057
H7 -0.221 -1.632 -2.470
H8 -0.046 0.083 -2.896
H9 2.100 -0.068 -2.528
H10 0.306 1.697 -0.791
H11 1.672 0.643 -0.352
H12 -1.251 0.788 2.063
H13 -1.238 2.281 1.364
H14 2.047 1.114 2.651
H15 0.745 0.240 3.057



[6]
Molecular formula: C20H19ClF3N3O3S
Method: DFT, the ωB97M-V functional and the def2-TZVPD basis

Summary:
total energy	-63170.9706	eV
multiplicity	1
SMILES	COc1ccc(N(Cc2c(C(F)(F)F)nn(C)c2Cl)S(=O)(=O)c2ccc(C)cc2)cc1
E_HOMO	-8.601	eV
HOMO-LUMO gap	9.040	eV
M	473.90	g mol⁻¹
net charge	0

CARTESIAN COORDINATES (ANGSTROEM)
C1 -4.623 2.115 -2.419
O1 -4.072 0.861 -2.743
C2 -2.905 0.491 -2.155
C3 -2.153 1.295 -1.305
C4 -0.979 0.809 -0.756
C5 -0.545 -0.475 -1.042
N1 0.666 -0.932 -0.459
C6 0.580 -1.987 0.532
C7 0.196 -1.374 1.839
C8 -1.068 -1.120 2.405
C9 -2.424 -1.457 1.887
F1 -3.031 -0.401 1.312
F2 -2.405 -2.427 0.962
F3 -3.251 -1.877 2.854
N2 -0.957 -0.463 3.554
N3 0.332 -0.270 3.757
C10 0.808 0.407 4.928
C11 1.065 -0.791 2.750
Cl1 2.758 -0.685 2.706
S1 1.984 -0.918 -1.496
O2 3.098 -1.419 -0.743
O3 1.683 -1.537 -2.754
C12 2.125 0.845 -1.720
C13 2.769 1.596 -0.757
C14 2.807 2.972 -0.887
C15 2.198 3.600 -1.970
C16 2.258 5.088 -2.118
C17 1.554 2.820 -2.926
C18 1.514 1.443 -2.804
C19 -1.286 -1.276 -1.904
C20 -2.453 -0.797 -2.454
H1 -5.566 2.170 -2.960
H2 -4.815 2.201 -1.345
H3 -3.974 2.935 -2.741
H4 -2.471 2.294 -1.054
H5 -0.396 1.429 -0.092
H6 -0.130 -2.767 0.239
H7 1.582 -2.415 0.606
H8 1.365 1.302 4.647
H9 -0.061 0.680 5.521
H10 1.461 -0.250 5.503
H11 3.237 1.089 0.071
H12 3.313 3.569 -0.142
H13 2.303 5.575 -1.146
H14 1.395 5.461 -2.664
H15 3.154 5.367 -2.674
H16 1.079 3.298 -3.771
H17 1.023 0.819 -3.534
H18 -0.935 -2.268 -2.143
H19 -3.045 -1.404 -3.121